(1)
Molecular formula: C12H29N5O4PS
Method: DFT, ωB97M-V with the def2-TZVPD basis set

Calculated values
net charge = +1
highest occupied orbital energy = -10.8 eV
ΔE to the lowest compared entry with this formula, charge and spin = 0.0 kcal/mol
orbital gap = 7.3 eV
E = -1788.5503 Eh

Cartesian coordinates (Å):
N: 7.60 2.41 0.78
C: 6.88 3.14 0.05
C: 5.68 2.53 -0.62
N: 4.43 2.99 0.01
C: 3.40 2.20 0.19
N: 3.37 0.90 -0.14
C: 2.16 0.47 0.19
P: 1.67 -1.26 -0.17
S: 1.66 -1.62 -2.06
N: 1.43 1.44 0.73
N: 2.21 2.56 0.73
H: 8.39 2.92 1.16
H: 7.11 4.19 -0.15
H: 5.76 1.45 -0.53
H: 5.66 2.77 -1.68
H: 4.36 3.97 0.26
H: 0.43 -1.42 0.46
H: 2.58 -2.05 0.54
H: 0.46 1.43 1.06
H: 1.90 3.45 1.08
C: -3.43 -5.42 -4.02
O: -2.83 -4.17 -4.30
C: -2.97 -3.23 -3.25
C: -1.72 -3.14 -2.40
O: -1.46 -4.34 -1.69
C: -0.48 -5.16 -2.31
H: -3.04 -6.14 -4.74
H: -3.20 -5.77 -3.01
H: -4.52 -5.36 -4.14
H: -3.84 -3.46 -2.63
H: -3.14 -2.25 -3.72
H: -1.87 -2.35 -1.65
H: -0.86 -2.86 -3.01
H: 0.53 -4.77 -2.14
H: -0.65 -5.24 -3.39
H: -0.55 -6.15 -1.87
C: -3.12 1.91 4.77
O: -3.83 2.61 3.76
C: -3.11 3.68 3.17
C: -2.53 3.29 1.83
O: -1.56 2.25 1.94
C: -2.07 0.96 1.66
H: -3.65 0.97 4.94
H: -2.10 1.69 4.46
H: -3.10 2.48 5.70
H: -2.32 4.03 3.85
H: -3.81 4.50 3.02
H: -2.03 4.16 1.40
H: -3.33 2.98 1.15
H: -2.17 0.83 0.57
H: -3.04 0.76 2.13
H: -1.34 0.25 2.05

=====

(2)
Molecular formula: C12H29N7O3P
Method: DFT, ωB97M-V with the def2-TZVPD basis set

Calculated values
net charge = +1
highest occupied orbital energy = -10.5 eV
orbital gap = 6.8 eV
E = -1424.5602 Eh

Cartesian coordinates (Å):
O: -5.52 -1.08 -0.14
C: -4.69 -0.21 -0.51
O: -5.20 1.13 -0.66
C: -3.16 -0.63 -0.72
C: -2.53 -0.11 -2.13
C: -1.72 1.29 -1.94
N: -2.68 2.43 -2.16
C: -2.97 3.36 -1.23
N: -3.92 4.48 -1.37
C: -3.79 5.10 -0.06
N: -2.84 4.45 0.80
N: -2.38 3.39 0.08
H: -5.49 1.21 -1.60
H: -3.15 -1.78 -0.79
H: -2.52 -0.33 0.17
H: -3.30 -0.06 -2.97
H: -1.72 -0.90 -2.40
H: -0.82 1.36 -2.64
H: -1.30 1.26 -0.87
H: -3.17 2.54 -3.06
H: -4.30 6.01 0.37
H: -2.51 4.64 1.75
H: -1.68 2.79 0.55
O: 0.75 0.15 0.26
P: 1.70 -1.07 0.22
N: 1.15 -1.68 1.72
C: 1.91 -2.27 2.80
C: -0.13 -2.38 1.62
N: 3.10 -0.06 0.38
C: 3.47 0.51 1.67
C: 3.16 1.01 -0.62
N: 2.78 -2.49 0.08
C: 4.20 -2.52 0.42
C: 2.63 -3.08 -1.27
H: 2.24 -3.29 2.58
H: 1.31 -2.31 3.72
H: 2.78 -1.68 3.08
H: 0.00 -3.39 1.22
H: -0.82 -1.84 0.96
H: -0.63 -2.45 2.59
H: 2.60 0.94 2.19
H: 4.23 1.29 1.56
H: 3.94 -0.23 2.31
H: 2.52 1.86 -0.34
H: 2.83 0.64 -1.60
H: 4.18 1.37 -0.74
H: 4.81 -1.88 -0.21
H: 4.58 -3.55 0.31
H: 4.37 -2.27 1.47
H: 3.08 -2.44 -2.03
H: 1.56 -3.19 -1.51
H: 3.07 -4.07 -1.33

=====

(3)
Molecular formula: C12H30BO10PS
Method: DFT, ωB97M-V with the def2-TZVPD basis set

Calculated values
highest occupied orbital energy = -9.6 eV
SMILES = O=P(O)(O)C[C@@H]1CS(=O)(=O)OC[C@H]1CB(O)O.CC(C)O.CC(C)O
orbital gap = 9.8 eV
E = -1992.2384 Eh

Cartesian coordinates (Å):
O: 2.86 -0.28 1.24
P: 2.34 -1.13 0.17
O: 1.24 -2.19 0.64
O: 3.52 -2.01 -0.49
C: 1.64 -0.24 -1.24
C: 0.31 0.52 -1.05
C: 0.49 1.85 -0.27
S: -0.43 2.00 1.25
O: 0.10 1.07 2.20
O: -0.56 3.38 1.58
O: -1.89 1.48 0.86
C: -2.01 0.72 -0.36
C: -0.86 -0.29 -0.49
C: -1.29 -1.46 -1.40
B: -1.90 -2.70 -0.64
O: -2.50 -2.64 0.60
O: -1.82 -3.93 -1.24
H: 1.27 -2.25 1.61
H: 3.21 -2.55 -1.23
H: 1.57 -0.92 -2.09
H: 2.44 0.47 -1.48
H: -0.01 0.80 -2.06
H: 1.52 2.02 0.04
H: 0.17 2.69 -0.89
H: -1.97 1.39 -1.22
H: -3.00 0.27 -0.37
H: -0.63 -0.64 0.52
H: -0.47 -1.81 -2.03
H: -2.05 -1.08 -2.10
H: -2.60 -1.74 0.95
H: -2.23 -4.61 -0.69
C: 4.44 0.06 5.75
C: 3.64 -1.19 5.42
C: 4.52 -2.31 4.88
O: 2.60 -0.88 4.49
H: 4.93 0.44 4.85
H: 3.79 0.84 6.14
H: 5.22 -0.16 6.49
H: 3.12 -1.54 6.31
H: 5.01 -1.99 3.96
H: 3.92 -3.19 4.66
H: 5.29 -2.58 5.60
H: 3.00 -0.57 3.67
C: -3.86 3.34 -5.09
C: -3.30 2.19 -4.27
C: -4.22 0.98 -4.29
O: -3.03 2.60 -2.93
H: -4.82 3.67 -4.68
H: -3.17 4.20 -5.07
H: -4.01 3.05 -6.13
H: -2.32 1.91 -4.67
H: -5.19 1.24 -3.86
H: -3.79 0.16 -3.71
H: -4.39 0.63 -5.31
H: -3.87 2.88 -2.53

=====

(4)
Molecular formula: C12H30Cl12N6O12
Method: DFT, ωB97M-V with the def2-TZVPD basis set

Calculated values
net charge = +1
highest occupied orbital energy (alpha / beta) = -12.4 / -12.4 eV
orbital gap (alpha / beta) = 9.5 / 2.2 eV
E = -7227.9617 Eh
spin multiplicity = 2

Cartesian coordinates (Å):
C: 1.71 3.62 -3.87
N: 0.68 2.98 -3.03
O: -0.53 3.10 -3.31
O: 1.11 2.38 -2.04
H: 2.41 4.11 -3.20
H: 1.33 4.44 -4.48
H: 2.16 2.80 -4.43
C: -2.15 2.56 2.84
N: -2.29 3.03 4.24
O: -1.35 2.86 5.02
O: -3.33 3.57 4.61
H: -1.33 1.85 2.77
H: -1.95 3.51 2.34
H: -3.14 2.17 2.60
C: -0.14 -3.42 -2.25
N: 0.65 -4.46 -2.94
O: 0.42 -5.64 -2.69
O: 1.58 -4.06 -3.65
H: 0.57 -2.82 -1.69
H: -0.69 -3.90 -1.45
H: -0.60 -2.95 -3.12
C: 0.21 0.39 -0.06
N: 0.18 -0.60 1.06
O: -0.22 -1.75 0.82
O: 0.53 -0.23 2.18
H: 0.51 1.35 0.35
H: -0.79 0.43 -0.49
H: 0.96 0.16 -0.82
C: -3.24 4.39 -2.06
N: -3.35 3.02 -1.37
O: -4.28 2.32 -1.76
O: -2.53 2.67 -0.52
H: -3.45 4.31 -3.12
H: -2.26 4.79 -1.82
H: -3.97 5.06 -1.62
C: 5.17 -1.41 -0.16
N: 3.96 -1.55 -1.07
O: 4.04 -2.40 -1.95
O: 2.97 -0.92 -0.69
H: 4.88 -1.90 0.77
H: 5.29 -0.34 -0.03
H: 6.01 -1.94 -0.61
C: 3.58 2.81 1.02
Cl: 4.39 2.97 -0.61
Cl: 3.88 1.23 1.79
H: 4.01 3.61 1.63
H: 2.51 3.02 0.97
C: -2.06 -3.94 2.31
Cl: -3.43 -4.92 2.76
Cl: -0.99 -3.76 3.74
H: -1.47 -4.41 1.52
H: -2.45 -2.97 2.02
C: -3.72 -0.76 -0.47
Cl: -3.29 -0.20 1.14
Cl: -2.85 -2.20 -0.86
H: -4.80 -0.88 -0.46
H: -3.53 0.06 -1.16
C: 0.57 -0.77 5.17
Cl: 1.99 -1.65 5.67
Cl: -0.46 -0.38 6.57
H: 0.96 0.16 4.76
H: 0.00 -1.36 4.45
C: 2.42 -3.32 2.08
Cl: 3.12 -4.47 3.27
Cl: 2.03 -4.10 0.50
H: 1.47 -3.01 2.50
H: 3.13 -2.51 1.92
C: -2.17 0.16 -4.42
Cl: -0.84 -0.26 -3.38
Cl: -3.38 -1.03 -4.19
H: -2.59 1.11 -4.08
H: -1.82 0.20 -5.46